This record from the OMol25 dataset describes a 2-piece molecular cluster, C21H34N5O4 overall in a non-equilibrium geometry. The level of theory is the ωB97M-V functional and the def2-TZVPD basis.

Atoms and positions in Å:
O 2.215 7.006 -0.977
O -1.382 -1.850 -0.797
O 2.009 7.212 3.353
O 0.161 -0.933 1.296
C 1.494 7.133 -0.003
C -1.108 -2.677 0.066
C 0.841 6.927 3.173
C -0.273 2.246 1.496
C -0.372 3.612 1.493
C -1.806 2.813 0.000
N -0.398 -2.245 1.176
N -1.166 1.761 0.555
N -0.080 7.387 4.025
N 1.323 6.105 0.829
N -1.340 3.951 0.559
C 0.759 8.440 0.228
C -1.532 7.193 4.007
C -1.413 -4.168 -0.100
C -0.215 -7.025 -3.196
C 1.819 -6.643 -1.780
C 1.195 -4.983 -3.556
C -0.474 -6.415 -0.777
C -1.094 -4.760 -2.553
C 0.950 -4.382 -1.132
C 0.384 -7.197 -1.790
C -0.241 -5.534 -3.575
C 1.805 -5.152 -2.153
C -0.510 -4.907 -1.128
C 0.334 4.549 2.452
C 0.423 6.019 1.995
H 0.936 -0.846 0.703
H 0.354 1.651 2.153
H -2.558 2.747 -0.783
H -0.205 -2.942 1.897
H -1.312 0.771 0.335
H 0.303 7.956 4.768
H 1.944 5.331 0.646
H -1.617 4.893 0.311
H 1.104 8.892 1.157
H 0.996 9.118 -0.593
H -0.315 8.274 0.255
H -1.972 7.705 4.866
H -1.965 7.619 3.100
H -1.782 6.133 4.080
H -1.303 -4.642 0.880
H -2.463 -4.276 -0.387
H -1.230 -7.434 -3.222
H 0.381 -7.584 -3.926
H 2.262 -6.776 -0.788
H 2.437 -7.200 -2.492
H 1.806 -5.515 -4.293
H 1.191 -3.924 -3.837
H -1.491 -6.820 -0.773
H -0.062 -6.557 0.227
H -1.131 -3.703 -2.837
H -2.121 -5.140 -2.580
H 1.387 -4.488 -0.134
H 0.978 -3.321 -1.396
H 0.396 -8.258 -1.522
H -0.668 -5.416 -4.576
H 2.828 -4.763 -2.148
H 1.345 4.176 2.634
H -0.196 4.503 3.405
H -0.566 6.353 1.689

Atoms 1-2, force components in eV/Å:
O 0.084 -0.111 0.206
O -0.087 -0.307 0.250

Frontier orbital gap in eV: 8.94
LUMO in Ha: -0.109
E_HOMO in eV: -11.90
Net charge: +1
Multiplicity: 1

Table of Löwdin atomic charges, one value per atom, all in e: 0.0616, 0.0380, 0.0842, -0.0384, -0.5417, -0.4538, -0.4885, 0.0092, -0.1832, -0.0149, 0.0214, 0.1366, 0.0382, 0.1134, 0.1699, 0.0226, -0.0561, -0.0392, -0.1177, -0.1184, -0.1159, -0.0976, -0.0914, -0.0963, -0.2805, -0.2802, -0.2818, -0.4015, -0.0472, -0.2213, 0.1223, 0.1442, 0.1665, 0.1517, 0.1601, 0.1539, 0.1543, 0.1791, 0.0874, 0.0946, 0.0756, 0.0967, 0.0828, 0.0750, 0.1167, 0.1356, 0.1198, 0.1213, 0.1185, 0.1218, 0.1214, 0.1190, 0.1286, 0.1228, 0.1228, 0.1268, 0.1234, 0.1178, 0.1408, 0.1405, 0.1391, 0.1445, 0.1291, 0.1162

***

This record from the OMol25 dataset describes a 2-piece molecular cluster, C23H35BINO5 overall in a non-equilibrium geometry. The level of theory is the ωB97M-V functional and the def2-TZVPD basis.

Atoms and positions in Å:
C 4.999 -2.107 -1.876
C 4.694 -0.870 -0.844
C 5.553 -0.916 0.591
C 5.433 0.258 1.758
C 4.374 1.493 1.407
C 3.503 1.530 -0.011
C 3.609 0.355 -1.183
C 2.732 0.414 -2.605
B 1.471 -0.619 -2.462
C 1.926 -1.954 -3.300
O 0.755 -2.344 -4.149
O 1.100 -3.219 -5.048
O 1.327 -0.700 -0.967
C 0.185 0.255 -0.768
C -0.812 -0.474 -1.897
I -0.939 -2.507 -1.099
C -2.114 0.319 -2.457
C -3.403 0.427 -1.458
C -4.232 -0.964 -1.215
C -4.916 -1.346 0.237
C -5.662 -2.826 0.336
C -5.719 -3.892 -0.951
C -5.054 -3.477 -2.405
C -4.299 -2.002 -2.526
O 0.151 -0.312 -3.040
H 4.777 -1.732 -2.965
H 4.265 -2.998 -1.636
H 6.114 -2.502 -1.785
H 6.282 -1.805 0.803
H 6.084 0.187 2.727
H 4.320 2.345 2.223
H 2.800 2.453 -0.167
H 2.355 1.520 -2.762
H 3.485 0.189 -3.469
H 2.820 -1.808 -4.040
H 2.097 -2.874 -2.573
H 0.340 -3.895 -5.164
H 0.505 1.316 -1.177
H -0.224 0.410 0.315
H -2.450 -0.072 -3.535
H -1.768 1.443 -2.659
H -4.168 1.173 -1.991
H -3.182 0.900 -0.408
H -4.824 -0.578 1.114
H -6.113 -3.111 1.389
H -6.225 -4.950 -0.841
H -5.077 -4.226 -3.314
H -3.822 -1.760 -3.571
C 0.022 3.631 4.802
C -0.271 2.137 4.756
C -0.206 1.546 3.340
O -1.373 1.920 2.598
C -1.195 3.076 1.779
N -1.661 1.923 5.263
H -0.791 4.229 4.380
H 0.159 3.961 5.837
H 0.941 3.865 4.254
H 0.408 1.604 5.428
H -0.239 0.452 3.422
H 0.724 1.796 2.819
H -0.155 3.226 1.479
H -1.560 3.953 2.315
H -1.807 2.954 0.881
H -1.883 2.465 6.106
H -1.845 0.929 5.453
H -2.320 2.189 4.511

Atoms 1-2, force components in eV/Å:
C -0.520 0.574 0.404
C 0.266 1.970 2.638

Frontier orbital gap in eV: 4.71
LUMO in Ha: -0.067
E_HOMO in eV: -6.52
Multiplicity: 1

Table of Löwdin atomic charges, one value per atom, all in e: -0.1156, -0.1140, -0.0460, -0.1104, -0.1196, -0.0455, -0.0424, -0.0524, -0.9894, -0.0668, -0.2891, -0.1061, -0.2136, -0.1768, -0.6436, 0.9680, -0.1669, -0.2049, -0.1744, -0.0476, -0.0781, -0.0823, -0.0665, -0.0459, -0.0787, 0.0686, 0.0857, 0.0837, 0.0702, 0.0574, 0.0464, 0.0639, 0.1098, 0.0998, 0.1110, 0.1160, 0.1394, 0.1295, 0.1082, 0.1288, 0.1358, 0.1221, 0.0964, 0.0703, 0.0668, 0.0718, 0.0821, 0.0851, -0.0320, -0.3072, -0.1583, -0.2036, -0.0728, 0.2134, 0.0828, 0.0895, 0.1067, 0.1597, 0.1414, 0.1396, 0.1001, 0.0756, 0.0939, 0.1774, 0.1841, 0.1694